Molecular formula: C26H77NO23
Method: DFT, ωB97M-V/def2-TZVPD

Last columns: bonded neighbours and bond lengths (Å).
Atoms and positions in Å:
1 C 7.80493 9.16275 15.10278  O2 1.371, H7 1.111, H8 1.095, H9 1.082
2 O 6.65226 9.61640 15.68992  C1 1.371, C3 1.500
3 C 6.50148 9.26274 17.13946  O2 1.500, C4 1.549, H10 1.065, H11 1.103
4 C 7.52285 9.86387 18.13633  C3 1.549, C5 1.514, N6 1.488, H12 1.091
5 C 7.27311 9.44949 19.57124  C4 1.514, H13 1.087, H14 1.085, H15 1.074
6 N 7.40417 11.34331 18.03033  C4 1.488, H16 0.993, H17 1.009
7 H 8.68480 9.83189 15.21812  C1 1.111
8 H 7.66980 8.95360 14.03696  C1 1.095
9 H 8.12901 8.22368 15.53176  C1 1.082
10 H 5.56713 9.69596 17.41177  C3 1.065
11 H 6.46096 8.16383 17.21928  C3 1.103
12 H 8.52490 9.58631 17.80524  C4 1.091
13 H 7.59571 8.41192 19.60540  C5 1.087
14 H 6.26178 9.55111 19.95152  C5 1.085
15 H 8.02539 9.92770 20.17012  C5 1.074
16 H 7.89175 11.74959 17.26665  N6 0.993
17 H 7.73946 11.79757 18.86691  N6 1.009
18 O 13.53504 8.40058 8.61439  C19 1.375, H22 0.991
19 C 13.10449 9.55976 8.01254  O18 1.375, C20 1.544, H23 1.071, H24 1.112
20 C 11.62136 9.80125 8.36664  C19 1.544, O21 1.455, H25 1.116, H26 1.125
21 O 11.50331 10.37865 9.69715  C20 1.455, H27 0.986
22 H 13.54689 8.60809 9.58351  O18 0.991
23 H 13.71120 10.38686 8.32192  C19 1.071
24 H 13.20801 9.33736 6.92761  C19 1.112
25 H 11.11316 8.82236 8.19638  C20 1.116
26 H 11.13630 10.52955 7.65957  C20 1.125
27 H 10.70561 10.06890 10.18708  O21 0.986
28 O 14.85856 14.76075 10.37105  C29 1.400, H32 0.988
29 C 15.69565 13.64913 10.21749  O28 1.400, C30 1.520, H33 1.110, H34 1.091
30 C 17.14972 14.06466 10.36929  C29 1.520, O31 1.391, H35 1.104, H36 1.096
31 O 17.38787 14.42979 11.68995  C30 1.391, H37 0.968
32 H 14.42757 14.93732 9.49957  O28 0.988
33 H 15.45640 12.89352 10.99449  C29 1.110
34 H 15.49899 13.19730 9.24415  C29 1.091
35 H 17.39260 14.93182 9.73063  C30 1.104
36 H 17.87517 13.27181 10.15561  C30 1.096
37 H 17.02503 15.29962 11.90881  O31 0.968
38 O 10.74955 11.34798 19.25439  C39 1.423, H42 0.976
39 C 11.16061 12.21810 18.20639  O38 1.423, C40 1.521, H43 1.079, H44 1.097
40 C 10.87172 11.45195 16.92479  C39 1.521, O41 1.446, H45 1.094, H46 1.063
41 O 11.76614 10.32195 16.81126  C40 1.446, H47 0.948
42 H 11.09288 11.70048 20.09685  O38 0.976
43 H 10.59308 13.13582 18.23462  C39 1.079
44 H 12.24918 12.34383 18.26223  C39 1.097
45 H 11.06037 12.04826 16.02780  C40 1.094
46 H 9.86964 11.10151 16.86187  C40 1.063
47 H 11.93326 10.09978 17.71785  O41 0.948
48 O 11.46990 14.55594 15.13300  C49 1.413, H52 0.993
49 C 12.79222 14.55902 15.63022  O48 1.413, C50 1.534, H53 1.093, H54 1.076
50 C 13.24487 15.95864 16.06440  C49 1.534, O51 1.411, H55 1.060, H56 1.098
51 O 12.59224 16.26039 17.27894  C50 1.411, H57 0.952
52 H 11.43073 14.81150 14.17412  O48 0.993
53 H 12.73066 13.92332 16.51748  C49 1.093
54 H 13.48317 14.13793 14.92166  C49 1.076
55 H 12.85713 16.63277 15.34347  C50 1.060
56 H 14.34224 15.97835 16.04504  C50 1.098
57 H 12.65196 17.18497 17.49749  O51 0.952
58 O 9.14586 16.39562 10.59099  C59 1.444, H62 0.965
59 C 9.93723 17.30307 11.38753  O58 1.444, C60 1.557, H63 1.116, H64 1.114
60 C 11.15496 16.52469 11.96672  C59 1.557, O61 1.435, H65 1.075, H66 1.082
61 O 10.87837 15.30279 12.66603  C60 1.435, H67 0.954
62 H 8.19701 16.57103 10.58156  O58 0.965
63 H 10.35959 18.12450 10.76029  C59 1.116
64 H 9.32789 17.73770 12.21290  C59 1.114
65 H 11.65037 17.11606 12.71488  C60 1.075
66 H 11.87002 16.36172 11.17179  C60 1.082
67 H 10.30730 14.83432 12.06183  O61 0.954
68 O 14.34940 16.44385 12.50480  C69 1.419, H72 0.960
69 C 14.39275 17.69839 11.84280  O68 1.419, C70 1.523, H73 1.063, H74 1.112
70 C 15.79927 18.28357 11.82620  C69 1.523, O71 1.391, H75 1.133, H76 1.085
71 O 15.70604 19.46191 11.09349  C70 1.391, H77 0.958
72 H 14.46818 15.69328 11.91892  O68 0.960
73 H 14.08577 17.64025 10.82713  C69 1.063
74 H 13.68286 18.41231 12.31480  C69 1.112
75 H 16.48834 17.55401 11.30002  C70 1.133
76 H 16.14893 18.43144 12.84290  C70 1.085
77 H 16.48748 19.99956 11.22683  O71 0.958
78 O 6.86168 12.09449 14.45552  C79 1.407, H82 0.957
79 C 6.47896 13.21427 15.21645  O78 1.407, C80 1.512, H83 1.105, H84 1.105
80 C 7.64541 14.16050 15.38864  C79 1.512, O81 1.448, H85 1.102, H86 1.106
81 O 8.72089 13.45273 16.05207  C80 1.448, H87 0.969
82 H 6.64942 11.26559 14.88352  O78 0.957
83 H 5.64661 13.75376 14.72894  C79 1.105
84 H 6.03184 12.87063 16.16671  C79 1.105
85 H 7.36528 15.06969 15.94487  C80 1.102
86 H 8.05889 14.48018 14.41352  C80 1.106
87 H 9.54624 13.87311 15.76856  O81 0.969
88 O 8.57433 11.66716 8.92015  C89 1.388, H92 0.966
89 C 8.34616 12.19814 10.18192  O88 1.388, C90 1.520, H93 1.135, H94 1.090
90 C 8.12628 11.12786 11.23916  C89 1.520, O91 1.394, H95 1.112, H96 1.100
91 O 9.07187 10.10578 11.31483  C90 1.394, H97 0.995
92 H 7.93457 10.99899 8.64160  O88 0.966
93 H 9.27291 12.84480 10.29027  C89 1.135
94 H 7.48934 12.87160 10.16690  C89 1.090
95 H 7.17812 10.63505 10.93147  C90 1.112
96 H 7.85015 11.55784 12.21276  C90 1.100
97 H 9.73863 10.34035 12.01480  O91 0.995
98 O 11.19301 15.61934 7.54942  C99 1.419, H102 0.956
99 C 11.50769 14.49455 8.35500  O98 1.419, C100 1.527, H103 1.109, H104 1.103
100 C 12.87520 13.99310 7.89516  C99 1.527, O101 1.395, H105 1.063, H106 1.071
101 O 13.84557 14.99412 7.93143  C100 1.395, H107 0.963
102 H 10.24293 15.70106 7.48254  O98 0.956
103 H 11.48292 14.77084 9.42923  C99 1.109
104 H 10.79533 13.67766 8.15268  C99 1.103
105 H 12.78410 13.60236 6.91048  C100 1.063
106 H 13.21200 13.23321 8.57135  C100 1.071
107 H 13.36654 15.75026 7.57760  O101 0.963
108 O 13.18534 8.63954 11.72653  C109 1.466, H112 0.985
109 C 12.30390 7.64133 12.34070  O108 1.466, C110 1.568, H113 1.100, H114 1.108
110 C 12.30706 7.70396 13.90794  C109 1.568, O111 1.387, H115 1.109, H116 1.105
111 O 11.59438 8.75653 14.46277  C110 1.387, H117 0.961
112 H 12.61753 9.31162 11.28309  O108 0.985
113 H 11.31302 7.72260 11.86898  C109 1.100
114 H 12.66173 6.64623 12.01135  C109 1.108
115 H 13.37575 7.97116 14.03708  C110 1.109
116 H 12.11323 6.74320 14.41823  C110 1.105
117 H 11.79444 8.96859 15.37896  O111 0.961
118 O 11.20268 10.69593 12.79282  C119 1.407, H122 1.002
119 C 11.55134 12.01957 13.11708  O118 1.407, C120 1.512, H123 1.091, H124 1.071
120 C 12.75565 12.53326 12.36120  C119 1.512, O121 1.426, H125 1.090, H126 1.099
121 O 12.50537 12.76283 10.97669  C120 1.426, H127 0.976
122 H 11.35512 10.06053 13.55310  O118 1.002
123 H 10.65886 12.61051 12.90690  C119 1.091
124 H 11.71351 12.08812 14.17312  C119 1.071
125 H 13.47861 11.72147 12.44188  C120 1.090
126 H 13.23456 13.41371 12.81206  C120 1.099
127 H 12.20867 11.90922 10.60819  O121 0.976

Results
relative energy (zero: lowest compared OMol25 entry of this formula, charge and spin) = 21.1 kcal/mol
total charge = 0
SMILES = COC[C@H](C)N.OCCO.OCCO.OCCO.OCCO.OCCO.OCCO.OCCO.OCCO.OCCO.OCCO.OCCO
strongest force on any atom = 2.8 eV/A
LUMO level = 0.35 eV
HOMO-LUMO gap = 0.342 Eh